1.
# C25H46F12N7O15S4

A cluster of 9 separate species, C25H46F12N7O15S4 in total in a non-equilibrium geometry (ωB97M-V with the def2-TZVPD basis set, the Open Molecules 2025 dataset).

```
109
C25H46F12N7O15S4, DFT ωB97M-V with the def2-TZVPD basis set
C 0.18243 -1.83544 7.37010
C 1.35318 -0.86909 7.07770
O 2.38199 -1.21252 6.49477
N 1.31688 0.53477 7.73411
H 1.47575 1.29016 7.08278
H 0.38685 0.59931 8.12266
C 2.37301 0.56633 8.85459
H 0.07763 -2.35318 6.41666
H -0.73435 -1.24918 7.43265
H 0.15034 -2.56905 8.17563
H 3.35842 0.58207 8.38894
H 2.02860 -0.20970 9.53815
H 2.26872 1.55323 9.30541
C 0.12151 1.73593 -1.71260
C 1.20916 0.91826 -1.22351
O 2.22221 0.57430 -1.83287
N 1.02137 0.35371 0.15689
H 0.05571 0.57288 0.35580
H 1.24138 -0.62707 0.05805
C 1.97269 0.86196 1.22291
H -0.68157 1.08885 -2.06536
H 0.34521 2.32322 -2.60319
H -0.34372 2.35390 -0.94463
H 1.94875 1.93963 1.38464
H 2.95470 0.39245 1.16541
H 1.61341 0.28358 2.07408
C 3.62839 -2.80935 -8.78778
C 4.58025 -1.96538 -8.05546
O 5.62621 -1.46992 -8.56824
N 4.26173 -1.66817 -6.58630
H 3.79351 -0.77419 -6.54552
H 3.57214 -2.32054 -6.24136
C 5.52647 -1.76520 -5.62756
H 3.49677 -3.80118 -8.35528
H 3.93975 -2.92239 -9.82623
H 2.61005 -2.42076 -8.79670
H 6.20244 -0.98005 -5.96621
H 5.96011 -2.76252 -5.70120
H 5.16369 -1.61022 -4.61146
C -0.26676 8.57868 -2.89050
C 0.53518 7.27240 -2.78511
N 0.80728 6.93484 -1.42210
C 2.05690 6.83778 -0.83540
C 1.76506 6.57321 0.51159
N 0.36709 6.51927 0.76111
C -0.21319 6.69026 -0.46596
C -0.28247 6.23962 1.98976
H -0.62661 8.56526 -3.91930
H 0.36775 9.46146 -2.81182
H -1.19237 8.65279 -2.31966
H 1.48206 7.37360 -3.31546
H -0.12533 6.51748 -3.21164
H 2.99724 6.90130 -1.36277
H 2.48773 6.45860 1.30595
H -1.28246 6.63210 -0.60619
H -0.62686 5.20575 2.01464
H -1.06097 6.97401 2.19640
H 0.37796 6.36641 2.84759
C -0.58392 -6.22087 2.14993
C -1.20834 -5.59119 0.90576
N -2.68579 -5.60831 0.95570
C -3.53460 -5.89259 -0.10104
C -4.84108 -5.59503 0.39923
N -4.76174 -4.90637 1.62001
C -3.42751 -4.92816 1.94292
C -5.81731 -4.21027 2.22753
H 0.50271 -6.18663 2.07146
H -0.73300 -7.28949 2.30461
H -0.85211 -5.65264 3.04060
H -0.82337 -6.13606 0.04378
H -0.88566 -4.56645 0.72165
H -3.27094 -6.25579 -1.08337
H -5.86662 -5.68240 0.07208
H -3.02761 -4.30711 2.73082
H -5.57280 -3.36266 2.86774
H -6.41334 -4.88393 2.84319
H -6.55305 -3.81233 1.52865
C 6.00060 -3.30753 2.49501
F 5.53463 -4.33674 3.22183
F 5.83599 -2.21153 3.18013
F 7.32992 -3.51360 2.18581
S 5.08685 -3.25501 0.79676
O 3.64157 -3.42132 1.13904
O 5.32765 -1.94737 0.21274
O 5.69649 -4.39748 0.13522
C -4.42976 2.24931 3.97531
F -5.58294 1.79627 3.45397
F -4.19774 3.40142 3.35076
F -4.49014 2.39465 5.26629
S -2.94261 0.95316 3.62863
O -2.74648 0.90098 2.19915
O -1.72620 1.40831 4.27587
O -3.43416 -0.29866 4.13772
C -5.34488 2.98650 -2.47019
F -4.56419 3.03501 -1.43546
F -5.44468 1.76660 -2.92737
F -6.55006 3.33172 -1.98339
S -4.75431 4.13698 -3.87532
O -3.77821 3.35420 -4.60032
O -5.93214 4.58052 -4.61233
O -4.11560 5.24092 -3.23920
C -1.87761 -3.05164 -3.95249
F -3.10141 -3.45625 -3.96706
F -1.90361 -1.84580 -4.52568
F -1.39658 -2.89206 -2.70251
S -0.66575 -4.22658 -4.98690
O -0.59823 -5.44215 -4.21518
O -1.36228 -4.38890 -6.26555
O 0.61324 -3.53970 -5.17848
```

Calculated values
Charge: +1

=====

2.
# C30H34GeN5O2S3SeW

A structure of composition C30H34GeN5O2S3SeW in a non-equilibrium geometry (ωB97M-V with the def2-TZVPD basis set, the Open Molecules 2025 dataset).

```
77
C30H34GeN5O2S3SeW, DFT ωB97M-V with the def2-TZVPD basis set
W -0.64549 0.49588 -0.13897
S 0.71003 -1.32504 1.07323
C -0.89727 -1.61887 1.57959
N -1.75534 -0.68450 1.29591
C -3.06478 -1.00701 1.67261
C -4.20576 -0.22813 1.51043
C -5.41054 -0.72942 1.96882
C -5.48469 -1.98253 2.58486
C -4.34844 -2.75290 2.75738
C -3.13776 -2.24625 2.29141
S -1.55351 -2.98044 2.35831
H -4.13636 0.74272 1.04681
H -6.31393 -0.13943 1.85296
H -6.44227 -2.35538 2.93341
H -4.39944 -3.72182 3.24224
N -5.67782 2.98356 -5.86659
C -4.81335 2.89684 -4.81757
C -5.13655 2.13300 -3.67958
C -4.24463 2.01900 -2.64003
C -3.02555 2.69878 -2.71880
C -2.68443 3.46260 -3.83682
C -3.57093 3.55972 -4.87428
S -1.87739 2.56362 -1.48345
O -2.43874 1.58936 -0.46904
O -1.47709 3.85764 -1.02880
N -0.64515 1.60527 -1.93296
C 0.73476 1.68960 -2.00481
N 1.43958 2.43260 -2.82358
C 2.75317 2.20899 -2.77570
C 3.31932 1.24731 -1.95596
C 2.48266 0.54133 -1.11486
N 1.20514 0.79135 -1.12460
H -6.59654 2.58805 -5.80735
H -5.48415 3.58560 -6.64364
H -6.09132 1.61614 -3.63256
H -4.48506 1.41273 -1.77559
H -1.72863 3.97799 -3.88682
H -3.31921 4.15706 -5.74649
H 3.36951 2.82289 -3.43033
H 4.38144 1.04708 -1.96436
H 2.83810 -0.20617 -0.41849
C -1.06321 -3.94559 -7.19916
C -1.08943 -3.26513 -5.84861
C -1.57377 -1.96955 -5.69645
C -1.62823 -1.33496 -4.45537
C -2.17870 0.05795 -4.34382
C -1.18170 -2.04458 -3.34554
Se -1.38734 -1.41444 -1.56470
C -0.65175 -3.33334 -3.45422
C -0.09885 -4.12621 -2.28245
C -0.62548 -3.91982 -4.71685
H -1.47106 -3.30150 -7.97838
H -1.64994 -4.86647 -7.18322
H -0.04399 -4.21644 -7.48618
H -1.92783 -1.42816 -6.57047
H -2.40560 0.46667 -5.32971
H -1.46690 0.72132 -3.85196
H -3.09877 0.06562 -3.75080
H 0.01918 -3.52818 -1.38038
H 0.87839 -4.54038 -2.54036
H -0.75607 -4.96752 -2.03809
H -0.21899 -4.92783 -4.81032
C 2.79016 1.09594 2.53942
Ge 0.97072 1.76504 2.67966
C -0.07467 0.76031 3.95851
C 1.14640 3.55571 3.39131
C -0.09273 1.96915 0.98385
H 3.26948 1.34568 3.49280
H 3.34052 1.61545 1.74624
H 2.85278 0.02019 2.39041
H 0.21805 1.10865 4.95604
H 0.10698 -0.31232 3.89916
H -1.13832 0.95842 3.82269
H 1.68609 3.51517 4.34222
H 0.16534 4.00736 3.56028
H 1.70382 4.19330 2.69736
H -0.28160 3.03391 0.83047
```

Calculated values
Charge: +1

=====

Asked for HOMO-LUMO gap across the records above, the calculation gives 4.73; 5.93 eV in order.
Asked for highest occupied orbital energy across the records above, the calculation gives -8.67; -9.86 eV in order.
Asked for E across the records above, the calculation gives -143748.8729; -199395.1328 eV in order.